C2H2O2S in the gas phase in a non-equilibrium geometry, computed with ωB97M-V/def2-TZVPD.

CARTESIAN COORDINATES (ANGSTROEM)
1 C 0.09 -0.10 -0.36
2 C 0.05 -0.10 1.11
3 H -0.73 0.51 -1.80
4 H -0.45 0.83 1.40
5 O -0.70 0.82 -0.88
6 O 0.57 -0.90 -1.12
7 S 1.17 -1.07 1.66

Values from the calculation:
Calculated total energy ... -17035.172 eV
Molar mass ... 90.1 g/mol
SMILES string ... O=C(O)C=S
Charge ... 0
HOMO-LUMO gap ... 7.888 eV

=====

C2H2O2S in the gas phase in a non-equilibrium geometry, computed with ωB97M-V/def2-TZVPD.

CARTESIAN COORDINATES (ANGSTROEM)
1 C 0.51 0.52 0.06
2 C -0.98 0.30 0.10
3 H 1.03 -2.00 0.36
4 H -1.70 1.00 0.11
5 O 0.98 1.58 -0.22
6 O -1.48 -0.74 -0.28
7 S 1.64 -0.65 -0.13

Values from the calculation:
Calculated total energy ... -17034.279 eV
Molar mass ... 90.1 g/mol
SMILES string ... O=CC(=O)S
Charge ... 0
HOMO-LUMO gap ... 9.521 eV

=====

C2H2O2S2 in the gas phase in a non-equilibrium geometry, computed with ωB97M-V/def2-TZVPD.

CARTESIAN COORDINATES (ANGSTROEM)
1 C -0.36 -0.93 -0.65
2 C 0.09 0.20 0.25
3 H -1.47 -2.33 -0.87
4 H 1.16 2.24 0.29
5 O -1.30 -1.74 -0.11
6 O 0.05 -1.01 -1.79
7 S 0.94 1.37 -0.70
8 S -0.19 0.28 1.84

Values from the calculation:
Calculated total energy ... -27871.478 eV
Molar mass ... 122.2 g/mol
SMILES string ... O=C(O)C(=S)S
Charge ... 0
HOMO-LUMO gap ... 7.901 eV

=====

A molecular structure, C2H2O2S2 in a non-equilibrium geometry, computed with ωB97M-V/def2-TZVPD.

CARTESIAN COORDINATES (ANGSTROEM)
1 C -0.14 -0.17 -0.76
2 C 1.49 -0.42 0.25
3 O -2.67 0.37 -0.78
4 O -1.11 1.63 0.64
5 S 0.55 -1.69 -0.53
6 S -1.57 0.36 0.10
7 H 2.38 0.06 -0.07
8 H 1.06 -0.13 1.16

Values from the calculation:
Calculated total energy ... -27866.155 eV
Molar mass ... 122.2 g/mol
Charge ... 0
HOMO-LUMO gap (spin up / spin down) ... 7.507 / 7.237 eV

=====

C2H2O2S2 in the gas phase in a non-equilibrium geometry, computed with ωB97M-V/def2-TZVPD.

CARTESIAN COORDINATES (ANGSTROEM)
1 C -0.72 -0.35 0.13
2 C 0.52 0.56 0.17
3 H 0.42 -1.73 0.79
4 H 2.82 0.74 -0.03
5 O -0.51 -1.62 0.45
6 O 0.50 1.71 0.48
7 S -2.16 0.24 -0.30
8 S 2.03 -0.30 -0.33

Values from the calculation:
Calculated total energy ... -27871.042 eV
Molar mass ... 122.2 g/mol
SMILES string ... O=C(S)C(O)=S
Charge ... 0
HOMO-LUMO gap ... 8.483 eV

=====

C2H2O2S2 in the gas phase in a non-equilibrium geometry, computed with ωB97M-V/def2-TZVPD.

CARTESIAN COORDINATES (ANGSTROEM)
1 C 0.41 0.43 -0.04
2 C -0.84 -0.48 -0.05
3 H 0.95 2.18 0.18
4 H 0.35 -1.93 0.14
5 O 0.13 1.70 0.03
6 O -0.60 -1.75 0.06
7 S 1.92 -0.30 -0.17
8 S -2.31 0.14 -0.16

Values from the calculation:
Calculated total energy ... -27871.083 eV
Molar mass ... 122.2 g/mol
SMILES string ... OC(=S)C(O)=S
Charge ... 0
HOMO-LUMO gap ... 7.631 eV

=====

A molecular structure, C2H2O2Tl in a non-equilibrium geometry, computed with ωB97M-V/def2-TZVPD.

CARTESIAN COORDINATES (ANGSTROEM)
1 H -1.16 -0.68 -0.90
2 O 0.74 -1.05 0.01
3 C -0.50 -0.57 0.03
4 C -0.59 0.98 -0.03
5 O 0.34 1.74 -0.07
6 H -1.14 -0.82 0.91
7 Tl 2.31 0.41 0.04

Values from the calculation:
Calculated total energy ... -10892.312 eV
Molar mass ... 262.4 g/mol
Charge ... 0
2S+1 ... 2
Expectation value of S² ... 0.75
HOMO-LUMO gap (spin up / spin down) ... 8.040 / 8.643 eV

=====

C2H2O3 in the gas phase in a non-equilibrium geometry, computed with ωB97M-V/def2-TZVPD.

CARTESIAN COORDINATES (ANGSTROEM)
1 C 0.78 -0.67 -0.06
2 C 0.10 0.74 -0.24
3 O 0.73 -1.24 0.96
4 O -0.20 1.16 -1.50
5 O -1.25 0.64 -0.69
6 H 1.31 -0.88 -1.00
7 H 0.49 1.68 0.56

Values from the calculation:
Calculated total energy ... -8243.627 eV
Molar mass ... 74.0 g/mol
SMILES string ... O=CC1OO1
Charge ... 0
HOMO-LUMO gap ... 10.861 eV

=====

C2H2O3 in the gas phase in a non-equilibrium geometry, computed with ωB97M-V/def2-TZVPD.

CARTESIAN COORDINATES (ANGSTROEM)
1 C 1.01 0.02 -0.01
2 C -0.35 0.33 -0.13
3 O 0.46 1.33 0.07
4 O -2.25 -0.98 0.05
5 O -1.60 0.17 -0.03
6 H 1.16 -0.42 0.90
7 H 1.56 -0.45 -0.86

Values from the calculation:
Calculated total energy ... -8241.529 eV
Molar mass ... 74.0 g/mol
Charge ... 0
HOMO-LUMO gap (spin up / spin down) ... 9.179 / 9.178 eV

=====

C2H2O3 in the gas phase in a non-equilibrium geometry, computed with ωB97M-V/def2-TZVPD.

CARTESIAN COORDINATES (ANGSTROEM)
1 C -0.47 -0.77 -0.84
2 C -0.24 -0.43 0.44
3 O -1.34 -0.50 -1.71
4 O 1.81 0.45 1.17
5 O 0.51 -0.38 1.41
6 H -1.87 0.21 -1.83
7 H 1.60 1.41 1.36

Values from the calculation:
Calculated total energy ... -8241.534 eV
Molar mass ... 74.0 g/mol
SMILES string ... OC#COO
Charge ... 0
HOMO-LUMO gap ... 8.950 eV

=====

C2H2O3 in the gas phase in a non-equilibrium geometry, computed with ωB97M-V/def2-TZVPD.

CARTESIAN COORDINATES (ANGSTROEM)
1 C -0.70 -0.02 0.02
2 C 0.64 -0.62 0.06
3 H 0.29 1.44 0.10
4 H 0.70 -1.89 0.32
5 O -0.66 1.33 -0.01
6 O -1.90 -0.44 -0.23
7 O 1.62 0.20 -0.26

Values from the calculation:
Calculated total energy ... -8246.466 eV
Molar mass ... 74.0 g/mol
SMILES string ... O=CC(=O)O
Charge ... 0
HOMO-LUMO gap ... 8.995 eV

=====

A molecular structure, C2H2O3S in a non-equilibrium geometry, computed with ωB97M-V/def2-TZVPD.

CARTESIAN COORDINATES (ANGSTROEM)
1 C -0.95 1.06 0.72
2 C -0.29 0.13 0.17
3 O -3.64 1.17 0.94
4 O -2.37 0.90 3.04
5 O -1.00 2.27 0.96
6 S -2.49 0.77 1.61
7 H -0.50 -0.96 0.30
8 H 0.67 0.19 -0.45

Values from the calculation:
Calculated total energy ... -19079.888 eV
Molar mass ... 106.1 g/mol
Charge ... 0
HOMO-LUMO gap ... 7.649 eV

=====

2 unconnected molecules or ions with the total composition C2H2O3S in a non-equilibrium geometry, computed with ωB97M-V/def2-TZVPD.

CARTESIAN COORDINATES (ANGSTROEM)
1 C -1.25 -0.05 -0.59
2 C 0.02 0.07 -0.31
3 O -4.42 -1.26 0.52
4 O -2.27 -0.07 -1.19
5 O -4.33 1.27 0.54
6 S -4.62 0.03 -0.13
7 H 0.78 -0.68 -0.40
8 H 0.32 0.94 0.12

Values from the calculation:
Calculated total energy ... -19078.754 eV
Molar mass ... 106.1 g/mol
Charge ... 0
2S+1 ... 3
Expectation value of S² ... 2.01
HOMO-LUMO gap (spin up / spin down) ... 8.510 / 5.837 eV

=====

A molecular structure, C2H2O4 in a non-equilibrium geometry, computed with ωB97M-V/def2-TZVPD.

CARTESIAN COORDINATES (ANGSTROEM)
1 C -2.21 0.00 0.04
2 C -0.31 0.01 -0.33
3 O -3.34 -0.04 0.21
4 O -1.25 -0.99 -0.15
5 O -1.36 1.02 -0.13
6 O 0.75 0.07 0.47
7 H 0.15 0.32 -1.39
8 H 0.39 -0.36 1.27

Values from the calculation:
Calculated total energy ... -10295.614 eV
Molar mass ... 90.0 g/mol
Charge ... 0
HOMO-LUMO gap ... 12.624 eV

=====

2 unconnected molecules or ions with the total composition C2H2O4S, computed with ωB97M-V/def2-TZVPD.

CARTESIAN COORDINATES (ANGSTROEM)
1 C -0.26 -0.80 0.98
2 C 0.61 -1.24 -0.19
3 O 0.18 -0.48 2.05
4 O -1.49 2.52 -0.71
5 O 0.16 -1.60 -1.24
6 O 0.59 1.25 -0.57
7 S -0.13 2.38 -1.11
8 H -1.34 -0.82 0.76
9 H 1.69 -1.20 0.03

Values from the calculation:
Calculated total energy ... -21129.877 eV
Molar mass ... 122.1 g/mol
Charge ... 0
HOMO-LUMO gap ... 8.270 eV

=====

C2H2O4S2 in the gas phase in a non-equilibrium geometry, computed with ωB97M-V/def2-TZVPD.

CARTESIAN COORDINATES (ANGSTROEM)
1 O 1.35 2.37 -1.13
2 O 1.09 2.14 1.19
3 O -0.64 -2.40 -1.29
4 O -0.80 -2.69 1.13
5 C 0.10 0.58 -0.47
6 C -0.41 -0.40 0.53
7 S 0.39 2.13 -0.09
8 S -1.18 -1.83 0.04
9 H 0.28 0.42 -1.52
10 H -0.19 -0.31 1.62

Values from the calculation:
Calculated total energy ... -31958.677 eV
Molar mass ... 154.2 g/mol
Charge ... 0
HOMO-LUMO gap ... 4.634 eV

=====

A gas-phase ion, C2H2O6S2 (charge -2) in a non-equilibrium geometry, computed with ωB97M-V/def2-TZVPD.

CARTESIAN COORDINATES (ANGSTROEM)
1 C 0.52 0.52 -1.15
2 C -1.14 0.86 1.67
3 O 2.44 -0.77 0.23
4 O -2.12 -0.48 -0.53
5 O 2.99 1.47 -0.56
6 O -2.80 1.81 -0.20
7 O -0.41 1.37 -0.89
8 O 1.41 1.32 1.20
9 S 1.91 0.59 0.02
10 S -1.76 0.84 0.10
11 H 0.05 -0.53 -1.22
12 H -0.36 -0.08 1.56

Values from the calculation:
Calculated total energy ... -36056.207 eV
Molar mass ... 186.2 g/mol
Charge ... -2
HOMO-LUMO gap (spin up / spin down) ... 6.885 / 6.883 eV

=====

2 unconnected molecules or ions with the total composition C2H2OS2 in a non-equilibrium geometry, computed with ωB97M-V/def2-TZVPD.

CARTESIAN COORDINATES (ANGSTROEM)
1 C 0.36 -1.78 0.43
2 C -0.15 1.54 -0.27
3 O 1.01 -1.04 0.99
4 S -1.01 0.66 -1.29
5 S -0.41 -2.93 -0.26
6 H 0.54 0.96 0.46
7 H -0.34 2.60 -0.06

Values from the calculation:
Calculated total energy ... -25823.440 eV
Molar mass ... 106.2 g/mol
SMILES string ... O=C=S.C=S
Charge ... 0
HOMO-LUMO gap ... 8.443 eV

=====

A molecular structure, C2H2OS2 in a non-equilibrium geometry, computed with ωB97M-V/def2-TZVPD.

CARTESIAN COORDINATES (ANGSTROEM)
1 C 0.66 0.53 -0.21
2 C -0.25 -0.18 -0.85
3 O -0.78 -0.35 1.67
4 S 0.74 0.35 1.54
5 S -1.23 -1.30 0.37
6 H 1.38 1.19 -0.65
7 H -0.52 -0.24 -1.88

Values from the calculation:
Calculated total energy ... -25821.916 eV
Molar mass ... 106.2 g/mol
Charge ... 0
HOMO-LUMO gap ... 8.088 eV

=====

2 unconnected molecules or ions with the total composition C2H2OS2 in a non-equilibrium geometry, computed with ωB97M-V/def2-TZVPD.

CARTESIAN COORDINATES (ANGSTROEM)
1 C 1.45 1.01 -0.24
2 C 0.86 1.40 0.73
3 O -1.25 -1.46 -0.59
4 S -2.51 -0.49 -0.06
5 S -0.86 -2.95 -0.32
6 H 1.85 0.75 -1.16
7 H 0.46 1.74 1.64

Values from the calculation:
Calculated total energy ... -25818.071 eV
Molar mass ... 106.2 g/mol
Charge ... 0
HOMO-LUMO gap (spin up / spin down) ... 6.299 / 6.325 eV